Entry 1:
{
  "formula": "C38H61BO30P",
  "method": "wB97M-V/def2-TZVPD",
  "elements": ["C", "C", "C", "C", "B", "P", "C", "C", "C", "C", "H", "H", "H", "H", "H", "H", "H", "H", "H", "H", "H", "H", "H", "H", "H", "H", "H", "H", "H", "H", "H", "C", "C", "O", "C", "O", "O", "H", "H", "H", "H", "C", "C", "O", "C", "O", "O", "H", "H", "H", "H", "C", "C", "O", "C", "O", "O", "H", "H", "H", "H", "C", "C", "O", "C", "O", "O", "H", "H", "H", "H", "C", "C", "O", "C", "O", "O", "H", "H", "H", "H", "C", "C", "O", "C", "O", "O", "H", "H", "H", "H", "C", "C", "O", "C", "O", "O", "H", "H", "H", "H", "C", "C", "O", "C", "O", "O", "H", "H", "H", "H", "C", "C", "O", "C", "O", "O", "H", "H", "H", "H", "C", "C", "O", "C", "O", "O", "H", "H", "H", "H"],
  "coordinates": [[-2.45619, 0.69362, -2.97306], [-1.15815, 1.27591, -3.53025], [-0.11975, 0.26360, -4.04417], [-0.59687, -0.32365, -5.39420], [0.34478, -0.88875, -2.96218], [1.66837, -0.16225, -1.69615], [3.19869, -0.03954, -2.73035], [4.51291, 0.09169, -1.96070], [2.07937, -1.63655, -0.64017], [2.80951, -1.29593, 0.67080], [-3.03540, 1.48414, -2.48212], [-2.26366, -0.08619, -2.23895], [-3.09566, 0.29148, -3.76207], [-1.44141, 1.93757, -4.36336], [-0.70293, 1.92219, -2.77461], [0.77425, 0.86794, -4.25775], [-0.15837, 0.19636, -6.25156], [-1.68279, -0.23209, -5.49507], [-0.36496, -1.38565, -5.46485], [0.84776, -1.86729, -3.52758], [-0.56411, -1.29193, -2.23891], [3.25853, -0.92479, -3.37979], [3.08026, 0.82068, -3.39698], [4.76590, -0.84453, -1.46238], [4.44952, 0.86271, -1.19019], [5.34597, 0.32995, -2.63003], [2.65432, -2.35503, -1.23290], [1.11008, -2.09618, -0.44481], [2.17820, -1.49634, 1.54013], [3.09752, -0.24536, 0.69500], [3.70890, -1.89527, 0.80609], [7.40217, -2.22837, 3.31671], [7.50500, -0.82415, 2.74809], [7.26031, -1.05413, 1.35572], [6.54659, -2.18952, 1.21677], [6.02870, -2.55404, 0.21702], [6.49935, -2.86264, 2.40427], [6.98718, -2.26131, 4.32147], [8.35454, -2.76241, 3.29297], [6.73603, -0.15646, 3.13398], [8.48599, -0.37306, 2.87345], [1.67593, 2.31596, 3.47869], [1.67215, 0.92915, 4.07860], [3.06414, 0.54898, 3.96773], [3.79665, 1.67286, 3.92332], [4.99213, 1.70474, 4.03628], [3.03035, 2.75329, 3.75017], [0.97050, 3.00086, 3.93453], [1.51213, 2.26177, 2.40733], [1.40767, 0.91010, 5.13493], [1.04596, 0.23584, 3.52534], [4.34837, 1.72827, -5.75768], [2.97874, 1.32168, -6.27327], [3.00303, 1.84970, -7.61276], [4.28535, 1.98008, -8.00470], [4.63509, 2.23705, -9.11443], [5.12507, 1.78166, -6.96457], [4.78084, 1.01222, -5.06533], [4.34597, 2.71994, -5.30277], [2.85525, 0.23985, -6.32296], [2.14876, 1.74983, -5.71954], [4.54641, 5.67689, 5.63351], [4.40300, 6.89655, 4.73789], [3.23738, 6.57732, 3.97838], [2.50588, 5.66650, 4.66583], [1.43151, 5.28013, 4.34951], [3.19396, 5.23411, 5.74944], [4.94212, 5.90088, 6.62058], [5.13361, 4.88307, 5.16891], [4.21320, 7.80844, 5.30802], [5.24216, 7.05291, 4.06580], [-0.93699, -2.36988, 4.79747], [-1.54556, -2.55639, 6.17693], [-1.23156, -1.31328, 6.82316], [-1.03220, -0.37664, 5.86589], [-0.89108, 0.78914, 6.05710], [-0.99979, -0.94515, 4.64697], [-1.49085, -2.84693, 3.99578], [0.10275, -2.68201, 4.74763], [-2.63124, -2.66337, 6.14198], [-1.11412, -3.37816, 6.74100], [4.15661, -5.94305, 3.66841], [4.14011, -4.54265, 4.25248], [2.76899, -4.16483, 4.07738], [2.02239, -5.28662, 4.00752], [0.83331, -5.31848, 4.06060], [2.80961, -6.37782, 3.88755], [4.83991, -6.62374, 4.16839], [4.35841, -5.93741, 2.59681], [4.35919, -4.53431, 5.32283], [4.80928, -3.85608, 3.74280], [-3.41726, 2.32199, 0.40296], [-3.43503, 0.94533, 1.04687], [-2.04749, 0.62162, 1.08911], [-1.32106, 1.75561, 1.01210], [-0.14166, 1.80175, 1.11026], [-2.12978, 2.82144, 0.76523], [-4.18976, 2.99399, 0.77288], [-3.46457, 2.26536, -0.68589], [-3.81905, 0.97098, 2.07018], [-3.97231, 0.19468, 0.48029], [-4.42291, -2.84144, -2.49226], [-5.52887, -3.76825, -2.01924], [-5.63410, -3.44938, -0.62251], [-5.15491, -2.20062, -0.44848], [-5.26255, -1.56008, 0.55505], [-4.54755, -1.75635, -1.55819], [-4.57285, -2.47658, -3.50193], [-3.43058, -3.28257, -2.40081], [-6.48626, -3.53633, -2.48986], [-5.30633, -4.82402, -2.14288], [-7.76618, -0.81183, -4.14827], [-8.27160, -0.45096, -5.53260], [-7.05503, -0.16260, -6.23153], [-6.02821, -0.78626, -5.60606], [-4.92436, -0.88561, -6.02294], [-6.45261, -1.29986, -4.42182], [-8.35403, -1.57502, -3.64482], [-7.67403, 0.05927, -3.49928], [-8.76694, -1.28918, -6.02651], [-8.92166, 0.41895, -5.54545], [-7.15582, 1.39986, -0.01216], [-7.24459, 2.90211, 0.19920], [-7.70614, 3.36134, -1.07779], [-8.33128, 2.34375, -1.70250], [-8.94487, 2.44109, -2.71719], [-8.15465, 1.18738, -1.02289], [-7.39714, 0.81172, 0.86805], [-6.18853, 1.08417, -0.40635], [-7.98394, 3.17353, 0.95411], [-6.29440, 3.37358, 0.43110]],
  "forces_ev_per_angstrom": [[-0.042, 0.149, 0.074], [-0.039, 0.188, -0.158], [-0.028, -0.242, -0.002], [-0.160, 0.029, 0.258], [0.031, -0.116, 0.031], [-0.279, 0.371, 0.220], [0.330, -0.316, -0.218], [-0.078, -0.040, -0.010], [0.077, 0.147, -0.169], [-0.099, -0.208, 0.078], [-0.037, 0.000, -0.099], [0.022, -0.044, -0.001], [0.039, -0.154, -0.025], [0.070, 0.115, 0.044], [0.064, -0.102, 0.115], [0.011, 0.000, -0.032], [-0.001, -0.017, -0.075], [-0.024, -0.033, -0.051], [0.119, -0.015, -0.116], [0.030, 0.115, -0.023], [-0.049, -0.049, -0.052], [-0.035, 0.001, -0.035], [-0.146, 0.078, 0.063], [-0.006, -0.011, 0.050], [0.021, 0.087, -0.032], [0.059, 0.046, 0.034], [-0.016, -0.047, -0.019], [-0.008, -0.091, 0.051], [-0.062, 0.142, 0.033], [0.003, 0.057, 0.087], [0.087, -0.040, -0.062], [-0.002, 0.035, 0.057], [-0.032, 0.008, 0.056], [0.050, 0.003, -0.018], [-0.080, 0.163, -0.016], [0.109, -0.214, -0.020], [0.078, -0.003, 0.027], [-0.064, 0.001, -0.029], [0.008, 0.016, -0.003], [-0.065, 0.047, 0.051], [0.003, -0.022, -0.081], [-0.133, -0.194, -0.048], [0.019, -0.082, 0.039], [-0.014, 0.018, 0.047], [0.133, -0.057, -0.018], [0.045, -0.054, -0.006], [-0.085, 0.079, -0.014], [0.114, 0.060, 0.058], [0.167, 0.188, -0.046], [-0.024, 0.076, -0.003], [0.137, -0.063, -0.064], [-0.119, -0.071, 0.122], [0.077, -0.005, 0.077], [-0.006, -0.015, -0.024], [-0.041, -0.013, 0.015], [0.015, 0.003, -0.005], [0.018, 0.023, -0.002], [0.057, -0.033, -0.079], [-0.022, 0.007, 0.004], [-0.008, -0.010, 0.017], [-0.011, 0.050, -0.079], [0.106, -0.007, -0.061], [0.057, -0.017, 0.068], [-0.081, 0.052, 0.017], [0.268, -0.300, -0.104], [-0.214, 0.245, 0.081], [-0.084, 0.068, 0.061], [-0.071, 0.002, 0.031], [-0.010, -0.004, -0.027], [0.003, 0.002, 0.004], [-0.032, -0.047, -0.055], [-0.042, -0.059, 0.051], [-0.003, -0.078, -0.067], [-0.021, 0.045, 0.001], [0.066, -0.010, -0.195], [-0.100, 0.013, 0.255], [-0.032, -0.017, -0.094], [-0.049, 0.058, -0.026], [0.095, -0.066, 0.012], [0.007, 0.001, -0.012], [0.057, 0.049, 0.024], [0.096, 0.057, -0.043], [0.162, -0.070, 0.105], [-0.004, 0.035, 0.014], [-0.060, -0.001, 0.025], [0.003, 0.081, 0.037], [-0.003, -0.033, -0.029], [-0.044, -0.023, 0.043], [-0.017, 0.016, -0.010], [-0.007, -0.058, 0.007], [-0.238, 0.100, -0.152], [-0.024, -0.038, -0.110], [-0.043, 0.197, 0.018], [-0.005, -0.073, 0.078], [-0.004, -0.184, -0.369], [-0.014, 0.183, 0.266], [0.035, -0.012, 0.087], [0.138, 0.046, 0.094], [-0.062, -0.010, 0.051], [-0.007, 0.004, 0.011], [0.091, -0.038, -0.028], [0.004, -0.180, -0.080], [-0.007, 0.015, -0.150], [0.000, 0.013, 0.044], [0.138, 0.079, -0.180], [-0.250, -0.145, 0.075], [-0.023, 0.031, 0.041], [0.036, 0.141, 0.043], [0.035, 0.085, 0.090], [0.013, -0.006, -0.042], [0.036, -0.007, 0.124], [-0.063, 0.281, 0.156], [-0.001, -0.030, 0.030], [-0.006, 0.011, -0.036], [-0.125, -0.001, 0.015], [-0.007, -0.015, -0.020], [0.059, -0.201, -0.003], [0.065, -0.084, -0.046], [-0.125, 0.029, -0.017], [0.009, -0.009, -0.003], [0.090, 0.071, -0.008], [0.081, 0.046, 0.044], [-0.006, -0.079, 0.043], [-0.031, 0.046, 0.031], [0.085, -0.051, -0.019], [-0.043, -0.048, -0.030], [0.024, -0.017, -0.026], [-0.045, -0.036, -0.039], [0.000, -0.009, 0.008], [-0.002, -0.005, 0.007], [-0.028, 0.026, -0.088]],
  "lowdin_charge": [-0.116, -0.264, -0.428, -0.099, -0.646, 0.917, -0.489, -0.177, -0.448, -0.177, 0.043, 0.043, 0.057, 0.099, 0.095, 0.066, 0.055, 0.054, 0.051, 0.029, 0.014, 0.070, 0.036, 0.044, 0.059, 0.049, 0.069, 0.050, 0.050, 0.040, 0.033, -0.120, -0.100, 0.069, -0.566, 0.166, 0.020, 0.128, 0.128, 0.121, 0.131, -0.082, -0.090, 0.058, -0.590, 0.111, 0.061, 0.122, 0.110, 0.118, 0.124, -0.114, -0.110, 0.059, -0.588, 0.142, 0.054, 0.116, 0.135, 0.139, 0.118, -0.114, -0.119, 0.063, -0.568, 0.167, 0.055, 0.128, 0.132, 0.128, 0.130, -0.095, -0.105, 0.057, -0.585, 0.153, 0.050, 0.138, 0.120, 0.130, 0.130, -0.106, -0.102, 0.063, -0.574, 0.152, 0.059, 0.129, 0.138, 0.132, 0.111, -0.123, -0.115, 0.070, -0.547, 0.147, 0.065, 0.109, 0.107, 0.135, 0.091, -0.088, -0.101, 0.064, -0.571, 0.127, 0.063, 0.115, 0.143, 0.121, 0.131, -0.107, -0.105, 0.065, -0.563, 0.177, 0.028, 0.132, 0.116, 0.129, 0.132, -0.098, -0.100, 0.070, -0.581, 0.153, 0.049, 0.137, 0.124, 0.133, 0.112],
  "homo_lumo_gap_ev": 5.20,
  "homo_ev": -3.34,
  "charge": -1,
  "max_force_ha_per_bohr": 0.010,
  "total_energy_ha": -4108.13041,
  "lumo_ev": 1.86
}



Entry 2:
{
  "formula": "C27H33F3N2ORhS",
  "method": "wB97M-V/def2-TZVPD",
  "elements": ["Rh", "F", "C", "F", "F", "C", "C", "C", "C", "N", "C", "S", "H", "H", "H", "C", "C", "C", "C", "C", "C", "C", "C", "N", "C", "C", "C", "C", "C", "C", "C", "C", "C", "C", "H", "H", "H", "H", "H", "H", "H", "H", "H", "H", "H", "H", "H", "H", "H", "H", "H", "H", "H", "H", "H", "H", "H", "H", "C", "O", "C", "C", "H", "H", "H", "H", "H", "H"],
  "coordinates": [[-1.74727, -0.11727, 0.06743], [-2.46543, 2.99138, 5.75811], [-2.60141, 2.79750, 4.42130], [-1.90660, 3.78799, 3.83569], [-3.90182, 3.01553, 4.15130], [-2.13988, 1.42909, 4.01170], [-1.60983, 0.57241, 4.95624], [-1.15988, -0.69510, 4.59535], [-1.27809, -1.03903, 3.26103], [-1.79951, -0.22987, 2.34024], [-2.23075, 1.02183, 2.65447], [-2.77096, 1.93185, 1.32183], [-1.53573, 0.89703, 5.98571], [-0.73007, -1.37690, 5.31359], [-0.94278, -2.00408, 2.89604], [-0.52562, -4.95151, -0.04791], [0.46667, -3.85444, -0.34218], [1.82051, -4.15283, -0.52244], [2.69634, -3.11750, -0.82018], [4.16551, -3.39914, -1.01964], [2.24393, -1.80948, -0.92718], [0.88197, -1.45230, -0.73579], [0.02778, -2.55473, -0.45772], [0.31809, -0.21857, -0.78156], [1.10064, 0.95559, -1.13058], [0.14045, 2.15936, -1.16300], [0.85174, 3.46271, -1.53218], [1.93591, 3.75683, -0.49349], [2.92146, 2.58669, -0.45724], [3.56321, 2.41658, -1.83811], [2.47952, 2.15703, -2.88973], [1.50130, 3.33302, -2.91092], [1.72118, 0.87315, -2.54185], [2.17780, 1.30266, -0.07937], [-0.02543, -5.91613, 0.05072], [-1.26826, -5.03435, -0.84438], [-1.07083, -4.75663, 0.87787], [2.17681, -5.17429, -0.44370], [4.36984, -4.46957, -0.97335], [4.77161, -2.90970, -0.25349], [4.51103, -3.03109, -1.98841], [2.98689, -1.05774, -1.14910], [-1.03970, -2.36471, -0.35710], [-0.33302, 2.26304, -0.18239], [-0.66551, 1.94041, -1.87100], [0.12009, 4.27696, -1.54142], [1.47789, 3.88478, 0.49181], [2.45794, 4.68917, -0.73851], [3.70219, 2.78693, 0.28486], [4.27241, 1.58210, -1.81958], [4.12835, 3.31882, -2.10020], [2.94757, 2.04739, -3.87472], [0.73353, 3.16195, -3.67232], [2.02357, 4.26092, -3.17255], [2.38483, 0.01428, -2.64114], [0.89966, 0.71468, -3.24846], [1.66966, 1.42390, 0.88318], [2.89223, 0.48882, 0.04523], [-4.71896, -2.67606, -0.53444], [-3.47259, -2.01040, -0.64552], [-3.32192, -0.64798, -0.53523], [-4.56361, 0.16693, -0.80966], [-4.70560, -3.27097, 0.38185], [-4.82578, -3.34354, -1.39127], [-5.56612, -1.99468, -0.49991], [-5.15112, -0.24098, -1.63853], [-4.27332, 1.18457, -1.05059], [-5.19273, 0.21774, 0.08255]],
  "forces_ev_per_angstrom": [[0.163, -0.062, -0.851], [0.018, -0.019, 0.066], [-0.006, -0.028, -0.022], [0.007, -0.017, 0.000], [0.009, -0.010, 0.008], [-0.063, 0.096, -0.017], [0.028, -0.023, 0.048], [-0.127, 0.159, -0.143], [-0.160, 0.135, 0.002], [0.602, -0.124, 0.580], [0.158, -0.294, 0.223], [-0.169, 0.085, -0.028], [-0.024, 0.025, -0.009], [0.009, 0.003, 0.028], [0.023, 0.015, -0.040], [-0.005, -0.031, 0.006], [0.061, -0.044, 0.025], [-0.037, 0.055, 0.004], [0.033, -0.042, 0.009], [0.016, -0.017, -0.007], [0.050, 0.075, 0.008], [0.055, -0.140, 0.052], [-0.085, -0.052, -0.024], [-0.395, -0.082, 0.426], [-0.115, 0.180, -0.170], [-0.014, -0.009, 0.003], [0.010, 0.011, -0.003], [-0.003, -0.011, 0.025], [0.001, 0.024, 0.005], [0.019, 0.026, -0.007], [-0.004, 0.013, -0.019], [-0.005, 0.001, -0.009], [0.014, -0.039, -0.034], [0.005, -0.050, 0.023], [-0.002, -0.009, 0.001], [-0.002, 0.004, -0.015], [-0.002, 0.012, 0.015], [0.006, -0.012, -0.005], [0.002, -0.008, -0.002], [-0.008, 0.009, 0.012], [-0.003, 0.004, -0.008], [-0.020, -0.021, 0.020], [-0.014, 0.066, -0.030], [0.012, -0.008, -0.009], [0.019, -0.010, -0.004], [0.008, 0.001, 0.001], [0.001, 0.008, 0.009], [0.009, 0.005, -0.015], [-0.004, -0.002, -0.001], [0.005, -0.015, 0.002], [0.008, -0.003, -0.004], [-0.008, 0.008, 0.008], [-0.003, -0.002, -0.004], [0.008, 0.006, -0.006], [-0.015, 0.039, -0.001], [0.000, -0.002, -0.010], [-0.006, 0.009, 0.005], [-0.008, -0.001, 0.001], [0.071, 0.050, 0.039], [0.202, 0.057, -0.187], [-0.446, -0.028, 0.210], [0.156, 0.069, -0.214], [-0.045, -0.002, -0.016], [-0.034, 0.003, 0.019], [-0.013, 0.003, -0.002], [0.042, 0.006, -0.009], [0.014, 0.001, 0.017], [0.001, -0.045, 0.022]],
  "nbo_charge": [0.494, -0.346, 0.985, -0.321, -0.324, -0.254, -0.119, -0.337, 0.085, -0.559, 0.091, -0.269, 0.220, 0.213, 0.203, -0.623, 0.010, -0.334, 0.016, -0.623, -0.367, 0.313, -0.313, -0.766, 0.132, -0.416, -0.211, -0.403, -0.207, -0.403, -0.206, -0.401, -0.425, -0.423, 0.197, 0.209, 0.207, 0.185, 0.200, 0.205, 0.205, 0.188, 0.204, 0.227, 0.214, 0.202, 0.208, 0.188, 0.196, 0.198, 0.191, 0.194, 0.199, 0.188, 0.209, 0.206, 0.209, 0.206, -0.249, -0.554, 0.383, -0.742, 0.179, 0.178, 0.178, 0.198, 0.248, 0.231],
  "homo_lumo_gap_ev": [6.04, 6.06],
  "homo_ev": [-3.25, -3.27],
  "charge": -1,
  "max_force_ha_per_bohr": 0.017,
  "total_energy_ha": -2041.76744,
  "lumo_ev": [2.79, 2.79]
}